91
Properties=species:S:1:pos:R:3:forces:R:3 method="wB97M-V/def2-TZVPD" max_force_ev_per_a=0.8 charge=+2 e_tot_ha=-4466.109311 mol_weight_g_mol=853.67
Rh 1.21694 0.85637 0.73332 0.626 -0.460 -0.006
C 3.97229 -2.21787 3.95214 -0.057 0.183 0.216
C 2.87683 -1.38792 3.90460 -0.074 -0.029 -0.131
N 2.07478 -1.39065 2.81386 0.307 0.013 0.011
C 2.33511 -2.22953 1.78770 -0.014 -0.109 0.216
C 3.45516 -3.05511 1.91649 -0.041 -0.072 -0.092
N 4.25455 -3.05208 2.96158 0.185 -0.168 -0.020
C 1.60797 -2.25420 0.50228 -0.014 -0.032 -0.091
C 1.33104 -3.46131 -0.11523 0.019 0.140 -0.236
C 0.97005 -3.46247 -1.46873 0.047 0.030 0.129
C 0.99490 -2.24700 -2.14333 0.028 -0.039 0.044
C 1.27536 -1.07670 -1.45310 0.105 -0.051 -0.145
N 1.49514 -1.07863 -0.12996 -0.303 0.436 0.070
C 1.46676 0.23773 -2.09716 0.026 0.035 0.020
C 1.39218 0.44542 -3.46916 -0.023 0.014 0.043
N 1.62171 1.62607 -4.02392 0.032 0.062 -0.028
C 1.94525 2.61956 -3.20820 -0.014 0.017 0.072
C 2.02335 2.44521 -1.83330 0.021 0.037 -0.052
N 1.78799 1.26248 -1.27437 -0.245 -0.210 0.194
C 0.64356 -4.72073 -2.16754 -0.030 -0.254 -0.086
C -0.29451 -4.74962 -3.19718 0.089 0.019 0.068
C -0.56808 -5.95962 -3.81733 -0.076 0.127 -0.042
N 0.02455 -7.09792 -3.48903 -0.066 -0.214 -0.122
C 0.92467 -7.07271 -2.51775 0.128 0.016 0.141
C 1.26666 -5.92029 -1.82526 -0.067 0.123 -0.031
H 4.61593 -2.21446 4.82190 0.030 -0.018 -0.013
H 2.58067 -0.74305 4.71786 -0.004 -0.005 0.009
H 3.70836 -3.72100 1.10084 -0.016 0.006 0.000
H 1.39994 -4.39339 0.42861 0.007 0.010 0.053
H 0.80592 -2.22566 -3.20606 0.015 0.007 -0.022
H 1.13350 -0.35724 -4.14741 -0.016 -0.039 0.030
H 2.13882 3.59059 -3.64537 0.010 -0.009 -0.030
H 2.27169 3.26933 -1.17950 -0.037 -0.011 0.025
H -0.82524 -3.85870 -3.50218 0.021 0.029 0.009
H -1.30182 -6.01181 -4.61424 0.016 0.006 0.012
H 1.40403 -8.01528 -2.27795 -0.011 0.018 -0.008
H 2.03107 -5.96945 -1.06134 0.012 0.015 0.015
C 1.23835 3.69778 2.11849 -0.014 0.010 -0.019
N 2.05338 2.48096 1.98083 0.025 0.055 -0.047
C 3.43063 2.86995 1.63085 0.027 -0.001 0.008
C 2.06173 1.66992 3.22135 0.080 0.074 0.120
C 0.85772 0.74879 3.24634 -0.341 0.100 -0.018
C -0.37494 1.27251 3.67515 -0.023 -0.016 0.029
C -1.53172 0.52418 3.70336 0.104 0.056 0.010
C -1.51158 -0.80761 3.29658 0.163 -0.122 -0.017
C -0.31525 -1.38628 2.92370 -0.239 0.247 -0.004
C 0.85018 -0.61314 2.90718 0.013 -0.082 -0.249
H 1.26072 4.23472 1.17072 -0.004 0.014 0.022
H 1.63212 4.34992 2.90653 -0.010 -0.003 -0.006
H 0.20552 3.43930 2.33356 0.001 0.003 0.004
H 3.87948 3.47816 2.42366 0.012 0.000 -0.018
H 3.41654 3.45880 0.71616 0.012 0.003 0.013
H 4.03453 1.98018 1.46230 -0.002 0.008 0.013
H 2.04960 2.31352 4.10954 0.011 0.007 -0.025
H 2.99487 1.10953 3.24303 0.012 0.008 -0.066
H -0.40847 2.29995 4.01082 -0.003 0.009 0.031
H -2.45168 0.97730 4.04388 -0.052 0.011 -0.005
H -2.41328 -1.40419 3.32487 -0.009 0.007 -0.009
H -0.26302 -2.44160 2.69038 0.018 -0.025 0.008
C -4.79913 2.56729 2.76906 -0.023 -0.038 0.014
C -4.75269 1.30772 2.18676 -0.052 0.013 0.040
C -3.69953 0.95995 1.35191 -0.050 0.062 -0.070
C -2.69084 1.87870 1.08935 -0.088 0.046 -0.043
C -2.74675 3.14495 1.66287 0.056 0.015 0.005
C -3.79745 3.48968 2.50089 0.016 0.020 -0.001
As -1.13963 1.41834 0.02233 -0.174 -0.111 0.039
C -1.77245 -0.00551 -1.11342 -0.001 -0.044 0.013
C -1.94902 -1.33691 -0.76975 -0.110 0.011 -0.022
C -2.36532 -2.24089 -1.73701 -0.040 -0.019 0.038
C -2.55891 -1.81374 -3.04652 -0.040 0.011 -0.022
C -2.34754 -0.48858 -3.40161 -0.018 -0.041 0.038
C -1.96289 0.43082 -2.43024 0.063 -0.110 0.096
C -1.69604 1.86371 -2.64967 0.016 0.198 -0.070
C -1.81148 2.52929 -3.86600 0.048 -0.015 0.061
C -1.52175 3.88310 -3.93930 -0.021 0.037 -0.019
C -1.12136 4.58333 -2.80851 -0.002 0.047 0.006
C -0.99871 3.92799 -1.58932 0.029 0.053 -0.026
C -1.28892 2.57649 -1.51293 -0.030 -0.046 -0.093
H -5.62259 2.83571 3.41695 -0.008 -0.002 -0.003
H -5.54877 0.59796 2.37128 0.004 -0.005 0.007
H -3.68985 -0.01855 0.89044 0.029 -0.044 -0.029
H -1.98337 3.88393 1.44004 0.010 -0.012 0.015
H -3.84174 4.48117 2.93201 -0.002 0.002 0.001
H -1.77262 -1.67370 0.24690 -0.008 0.012 0.014
H -2.54335 -3.27573 -1.47226 0.013 -0.007 -0.017
H -2.89104 -2.51827 -3.79938 -0.004 0.006 0.015
H -2.50507 -0.17938 -4.42679 0.007 0.017 -0.002
H -2.12515 2.00249 -4.75750 -0.008 -0.012 -0.005
H -1.61632 4.40026 -4.88479 0.002 -0.003 0.001
H -0.91031 5.64255 -2.87756 0.000 -0.005 0.005
H -0.68192 4.48477 -0.71409 -0.013 -0.022 0.015

---

38
Properties=species:S:1:pos:R:3:forces:R:3 method="wB97M-V/def2-TZVPD" smiles="CN(C)S(=O)(=O)c1cccc(C(=O)Nc2cc(Cl)ccc2O)c1" max_force_ev_per_a=1.1 e_tot_ha=-1849.463098 mol_weight_g_mol=354.81
C -4.44606 -2.87910 -0.61561 -0.164 -0.151 -0.405
N -3.84392 -1.75465 0.06523 0.109 0.984 -0.545
S -4.01351 -0.28368 -0.73519 0.235 -0.148 0.163
O -5.19617 0.41870 -0.31658 0.167 -0.001 0.244
O -3.82975 -0.51784 -2.13640 0.169 -0.221 -0.031
C -2.57710 0.59027 -0.10931 -0.411 -0.253 -0.077
C -1.34550 -0.02422 -0.18843 0.325 -0.015 0.006
C -0.21167 0.65137 0.25310 -0.360 -0.031 0.029
C -0.34498 1.93087 0.78917 -0.020 -0.108 -0.069
C -1.59059 2.53056 0.87122 -0.038 0.010 -0.067
C -2.71535 1.86186 0.41292 -0.149 0.049 0.030
H -3.70025 2.29899 0.46035 -0.088 0.109 0.055
H -1.68526 3.51886 1.29477 -0.021 0.065 0.039
H 0.51918 2.45400 1.17338 0.078 0.037 0.038
C 1.10249 -0.06405 0.18147 -0.103 0.170 0.001
O 1.18914 -1.26050 0.35306 0.015 -0.174 -0.044
N 2.15090 0.76035 -0.09712 0.010 0.549 -0.080
C 3.50024 0.44026 -0.22921 0.394 0.095 -0.045
C 4.01558 -0.83457 -0.04580 0.038 -0.068 0.004
C 5.37720 -1.04884 -0.19506 -0.012 0.384 -0.074
C 6.23690 -0.01646 -0.52478 -0.080 -0.151 0.039
C 5.72189 1.25707 -0.70693 -0.221 0.011 0.027
C 4.36755 1.49576 -0.56208 0.197 -0.322 0.038
O 3.81576 2.73911 -0.72724 -0.090 0.000 0.013
H 4.50747 3.36648 -0.96668 -0.103 -0.055 0.024
H 6.38414 2.07199 -0.96450 0.053 0.091 -0.023
H 7.29273 -0.19910 -0.63847 0.099 -0.044 -0.006
Cl 6.00620 -2.63934 0.03668 0.098 -0.257 0.037
H 3.35189 -1.64392 0.20769 0.008 -0.023 0.003
H 1.95469 1.73448 -0.28661 -0.136 -0.206 0.014
H -1.26390 -1.02164 -0.58934 0.098 -0.142 -0.004
C -4.18573 -1.63788 1.46238 -0.126 0.106 0.415
H -5.26129 -1.48681 1.60853 0.045 -0.032 0.046
H -3.86937 -2.54045 1.98396 0.050 0.023 -0.009
H -3.65258 -0.78185 1.87206 -0.016 -0.040 0.241
H -4.24069 -2.76162 -1.67669 -0.062 -0.246 -0.036
H -5.53011 -2.92373 -0.46100 0.014 -0.037 0.001
H -3.99020 -3.80072 -0.25293 -0.004 0.041 0.006